(1)
The following is a DFT calculation (the ωB97M-V functional and the def2-TZVPD basis) of an isolated molecule of C4H3N5S in a non-equilibrium geometry.

Kohn-Sham gap = 9.0 eV
highest occupied orbital energy = -0.3479 Eh
total charge = 0
LUMO energy = -0.0172 Ha
ΔE to the lowest compared entry with this formula, charge and spin = 5.3 kJ/mol

Positions of all 13 atoms, in Å:
N: -0.906 2.069 -0.046
C: -0.654 0.704 -0.036
N: -1.647 -0.156 -0.142
C: -1.340 -1.474 -0.073
N: -0.151 -2.021 0.042
C: 0.860 -1.156 0.018
N: 2.206 -1.471 -0.006
N: 2.992 -0.484 -0.092
S: 2.132 1.021 -0.061
C: 0.658 0.196 -0.051
H: -1.845 2.313 0.197
H: -0.145 2.634 0.358
H: -2.161 -2.174 -0.108



(2)
The following is a DFT calculation (the ωB97M-V functional and the def2-TZVPD basis) of a structure of composition C35H36Br3N7O6 in a non-equilibrium geometry.

Kohn-Sham gap = 7.0 eV
highest occupied orbital energy = -0.2887 Eh
total charge = 0
LUMO energy = -0.0302 Ha

Positions of all 87 atoms, in Å:
N: 2.536 -3.979 -7.762
C: 3.428 -4.811 -7.152
C: 3.457 -6.106 -7.744
C: 2.570 -5.907 -8.864
C: 1.995 -4.612 -8.817
H: 2.112 -3.124 -7.433
H: 3.908 -4.413 -6.270
H: 4.030 -6.961 -7.415
H: 2.357 -6.664 -9.604
H: 1.234 -4.162 -9.438
N: -1.204 -7.819 -2.147
C: -2.393 -7.252 -2.538
C: -2.212 -6.715 -3.826
C: -0.835 -6.546 -3.830
C: -0.139 -7.284 -2.920
H: -1.095 -8.545 -1.453
H: -3.274 -7.465 -1.951
H: -3.129 -6.452 -4.334
H: -0.300 -5.742 -4.314
H: 0.931 -7.368 -2.806
N: -7.183 -0.674 -2.544
C: -6.199 0.152 -3.181
C: -5.000 -0.428 -2.864
C: -5.244 -1.707 -2.292
C: -6.645 -1.851 -2.133
H: -8.137 -0.344 -2.522
H: -6.350 1.170 -3.508
H: -4.044 0.058 -2.988
H: -4.438 -2.369 -2.011
H: -7.367 -2.531 -1.705
N: 8.833 -0.916 -3.644
C: 9.201 -1.602 -4.779
C: 10.429 -2.197 -4.529
C: 10.670 -1.881 -3.129
C: 9.672 -1.189 -2.629
H: 8.193 -0.135 -3.663
H: 8.585 -1.434 -5.650
H: 10.809 -2.935 -5.221
H: 11.430 -2.304 -2.489
H: 9.421 -0.846 -1.636
C: -8.155 -1.320 6.140
Br: -8.225 -2.041 4.281
Br: -6.290 -0.754 6.686
Br: -8.694 -2.778 7.413
H: -8.769 -0.423 6.212
C: -2.647 7.344 0.207
C: -3.922 7.552 0.594
C: -4.682 6.447 1.064
C: -4.223 5.080 1.039
C: -2.900 4.925 0.620
C: -2.092 6.068 0.257
N: -5.067 3.915 1.602
O: -4.666 2.747 1.515
O: -6.227 4.267 2.036
H: -2.051 8.213 -0.031
H: -4.365 8.515 0.801
H: -5.690 6.620 1.411
H: -2.505 3.924 0.714
H: -1.074 5.919 -0.071
C: 3.215 6.943 9.947
C: 3.542 5.736 9.268
C: 3.080 5.561 8.026
C: 2.034 6.400 7.543
C: 1.658 7.543 8.275
C: 2.243 7.754 9.480
N: 1.401 5.978 6.282
O: 0.436 6.533 5.881
O: 1.831 4.931 5.706
H: 3.717 7.023 10.900
H: 4.178 4.939 9.625
H: 3.088 4.565 7.609
H: 0.918 8.252 7.934
H: 2.104 8.717 9.950
C: -1.067 -1.180 2.131
C: 0.018 -0.328 2.349
C: 1.194 -0.341 1.528
C: 1.319 -1.396 0.551
C: 0.238 -2.237 0.363
C: -0.907 -2.194 1.150
N: 2.543 -1.546 -0.293
O: 3.681 -1.116 0.006
O: 2.378 -2.408 -1.191
H: -1.951 -1.180 2.751
H: -0.113 0.539 2.979
H: 2.040 0.324 1.618
H: 0.351 -3.071 -0.314
H: -1.539 -3.068 1.193



(3)
The following is a DFT calculation (the ωB97M-V functional and the def2-TZVPD basis) of the ion C5H11N2O with charge -1 in a non-equilibrium geometry.

Kohn-Sham gap = 5.1 eV
highest occupied orbital energy = -0.1094 Eh
total charge = -1
LUMO energy = 0.0788 Ha
ΔE to the lowest compared entry with this formula, charge and spin = 657.6 kJ/mol

Positions of all 19 atoms, in Å:
C: -0.279 2.134 -1.231
O: -1.283 2.244 -0.361
C: 0.765 1.035 -0.776
C: 0.001 -0.313 -0.606
C: 0.608 -1.296 0.354
C: -0.425 -1.883 1.265
N: -1.319 -2.987 1.606
N: 1.302 1.498 0.505
H: 0.267 3.117 -1.443
H: -0.635 1.816 -2.248
H: 1.552 0.983 -1.523
H: -0.293 -0.817 -1.562
H: -0.940 0.027 -0.175
H: 1.496 -1.931 0.363
H: 0.253 -1.298 1.979
H: -1.474 -1.455 1.240
H: -1.413 -3.400 0.666
H: 0.436 1.904 0.900
H: 1.381 0.625 1.049



(4)
The following is a DFT calculation (the ωB97M-V functional and the def2-TZVPD basis) of a structure of composition C3H9IN2OS in a non-equilibrium geometry.

Kohn-Sham gap = 8.3 eV
highest occupied orbital energy = -0.2986 Eh
total charge = 0
LUMO energy = 0.0050 Ha
ΔE to the lowest compared entry with this formula, charge and spin = 265.9 kJ/mol

Positions of all 17 atoms, in Å:
C: 1.719 -1.149 0.253
C: 0.218 2.140 -0.089
C: 0.198 -1.603 -0.022
N: -2.683 1.294 -0.404
N: -0.415 -0.480 -0.740
O: -0.700 0.502 1.556
S: -0.971 0.815 0.235
I: -3.933 -0.290 0.147
H: 2.185 -2.017 0.699
H: 2.264 -0.703 -0.638
H: 1.812 -0.405 1.091
H: 0.890 1.422 -0.515
H: -0.124 2.859 -0.829
H: 0.708 2.607 0.695
H: 0.211 -2.445 -0.718
H: -0.337 -1.783 0.814
H: -1.041 -0.765 -1.535